1.
Molecular formula: C2H4N2OS2
Method: DFT, wB97M-V/def2-TZVPD

```
11
Properties=species:S:1:pos:R:3:forces:R:3:lowdin_charge:R:1
O -0.47530 -1.12794 2.07716 1.33 2.09 -1.55 -0.07
N 0.13210 0.15382 1.51458 -1.35 -2.16 3.50 0.10
C 0.10218 0.16396 0.26929 -0.79 -0.48 0.29 -0.63
C 0.33579 1.46079 -0.33666 1.90 1.52 2.05 -0.59
S 0.87895 2.83140 0.40185 -0.80 -1.49 -1.05 0.71
N -0.40308 -0.82992 -0.54222 0.09 -3.92 -0.54 -0.38
S 0.59053 -1.19192 -1.92027 -2.19 3.02 -2.40 0.68
H -0.61331 -0.79908 2.96622 0.01 -0.11 0.35 0.07
H 0.24730 1.31054 -1.35113 -0.35 0.81 -2.50 -0.03
H -0.58737 -1.85154 -0.15587 0.24 3.40 -0.11 0.13
H -0.20778 -0.12010 -2.92296 1.90 -2.68 1.95 0.02
```
Positions in Å, forces in eV/Å.

Results
Maximum force, hartree/bohr: 0.086
ΔE to the lowest compared entry with this formula, charge and spin, kcal per mole: 108.1
Structure (SMILES): O/N=C(/C=S)NS
LUMO energy, eV: -1.19
Frontier orbital gap, Eh: 0.2886
HOMO level, eV: -9.05

***

2.
Molecular formula: C2H4N2OS2
Method: DFT, wB97M-V/def2-TZVPD

```
11
Properties=species:S:1:pos:R:3:forces:R:3:lowdin_charge:R:1
N -1.34434 1.35244 -1.06939 -0.94 0.27 -0.54 0.10
C -0.88769 1.11136 0.16862 1.20 -0.25 -0.83 -1.03
S -1.12154 2.02952 1.44100 -0.54 0.74 1.55 0.75
O -0.02417 0.05885 0.20220 -0.40 -1.35 -0.43 -0.12
C -0.39027 -1.08841 -0.52602 1.76 -0.23 0.02 -0.32
N 0.44523 -2.01010 -0.79002 0.26 0.69 0.22 -0.32
S 2.09520 -1.73970 -0.29827 -0.43 -0.08 -0.04 0.73
H -0.75900 1.19044 -1.86901 0.10 -0.23 -0.10 0.12
H -1.97437 2.13407 -1.12190 0.05 0.11 -0.17 0.10
H -1.39749 -1.13032 -0.91219 -0.20 0.00 0.25 0.13
H 2.70709 -2.83634 -0.83805 -0.85 0.33 0.07 -0.14
```
Positions in Å, forces in eV/Å.

Results
Maximum force, hartree/bohr: 0.035
ΔE to the lowest compared entry with this formula, charge and spin, kcal per mole: 27.9
Structure (SMILES): NC(=S)O/C=N\S
LUMO energy, eV: 0.41
Frontier orbital gap, Eh: 0.3467
HOMO level, eV: -9.02

***

3.
Molecular formula: C2H4N2OS2
Method: DFT, wB97M-V/def2-TZVPD

```
11
Properties=species:S:1:pos:R:3:forces:R:3:lowdin_charge:R:1
N -3.05434 0.13949 -0.11740 0.37 -3.42 2.27 -0.02
N -1.67122 0.39623 -0.06642 2.71 2.14 -0.84 -0.15
C -0.67049 -0.55056 0.01524 -2.50 -1.06 0.57 -0.58
O -0.80240 -1.78576 0.13654 -0.17 2.02 -0.29 0.00
C 0.66098 0.08947 0.04093 0.65 2.81 -0.42 -1.11
S 0.80795 1.75968 0.05676 0.40 -1.03 0.02 0.68
S 2.04836 -0.83001 -0.06854 0.34 -1.61 0.23 0.86
H -2.95584 -0.82802 -0.63541 -1.46 1.84 1.59 0.11
H -3.37278 -0.07830 1.02484 1.07 0.41 -4.29 0.18
H -1.24307 1.39486 -0.40052 -1.67 -2.85 1.31 0.10
H 1.42583 -2.06080 0.05710 0.28 0.77 -0.14 -0.06
```
Positions in Å, forces in eV/Å.

Results
Maximum force, hartree/bohr: 0.086
ΔE to the lowest compared entry with this formula, charge and spin, kcal per mole: 52.6
Structure (SMILES): NNC(=O)C(=S)S
LUMO energy, eV: -1.41
Frontier orbital gap, Eh: 0.2856
HOMO level, eV: -9.18

***

4.
Molecular formula: C2H4N2S
Method: DFT, wB97M-V/def2-TZVPD

```
9
Properties=species:S:1:pos:R:3:forces:R:3:lowdin_charge:R:1
C -1.23112 3.00392 0.15987 2.26 -2.70 2.07 0.09
N -0.68530 2.07829 0.62808 -1.34 0.92 0.13 -0.60
S -0.19755 0.80314 1.47351 0.32 0.72 -0.03 0.65
H -1.70998 3.40955 -0.63019 -1.28 1.54 -2.00 0.05
C 0.99972 -1.99768 -0.60754 2.01 0.69 -3.92 -0.24
N 0.44383 -2.10262 0.47200 -2.26 0.71 3.57 -0.05
H 1.81244 -2.80412 -0.91385 -1.72 1.64 0.35 0.09
H 0.78468 -1.10265 -1.34889 0.66 -1.65 1.11 0.08
H -0.21673 -1.28784 0.76700 1.35 -1.88 -1.28 -0.07
```
Positions in Å, forces in eV/Å.

Results
Maximum force, hartree/bohr: 0.087
ΔE to the lowest compared entry with this formula, charge and spin, kcal per mole: 75.9
Structure (SMILES): C#[N+][S-].C=N
LUMO energy, eV: -0.11
Frontier orbital gap, Eh: 0.3213
HOMO level, eV: -8.86

***

5.
Molecular formula: C2H4N2S
Method: DFT, wB97M-V/def2-TZVPD

```
9
Properties=species:S:1:pos:R:3:forces:R:3:lowdin_charge:R:1
C 1.03581 1.00828 0.95480 0.46 0.61 0.76 -0.03
N 0.51231 0.75555 -0.16138 0.17 -0.10 0.57 -0.01
N -0.22657 -0.37408 -0.07393 -0.56 -1.43 0.25 -0.16
C -0.93094 -0.84164 -1.11940 -1.14 0.12 -0.50 -0.72
S -1.28711 -0.04399 -2.53672 0.45 -0.98 1.16 0.54
H 0.81909 0.38236 1.82575 0.19 0.09 0.08 0.07
H 1.68626 1.85388 1.09258 0.07 0.21 -0.18 0.07
H -0.24358 -0.91667 0.83578 0.15 0.88 -1.51 0.16
H -1.36528 -1.82369 -0.81748 0.20 0.61 -0.62 0.07
```
Positions in Å, forces in eV/Å.

Results
Maximum force, hartree/bohr: 0.034
ΔE to the lowest compared entry with this formula, charge and spin, kcal per mole: 35.9
Structure (SMILES): C=NNC=S
LUMO energy, eV: 0.22
Frontier orbital gap, Eh: 0.3140
HOMO level, eV: -8.33

***

6.
Molecular formula: C2H4N2S
Method: DFT, wB97M-V/def2-TZVPD

```
9
Properties=species:S:1:pos:R:3:forces:R:3:lowdin_charge:R:1
C -0.02088 -0.67510 -0.56199 3.44 1.80 -1.31 -0.28
N -1.00644 0.32988 -0.66007 -2.39 1.34 2.99 -0.01
N -0.33667 1.17061 0.73652 -0.10 -0.02 -3.79 -0.39
S -0.46043 0.17351 2.03104 0.17 -1.67 1.30 0.84
C 0.65172 0.06255 0.62328 1.56 -0.47 1.35 -0.54
H 0.59384 -0.78962 -1.50909 -0.24 0.44 1.07 0.13
H -0.35277 -1.64140 -0.38393 -1.01 -1.64 0.78 0.07
H -0.84086 1.15131 -1.17621 0.74 0.46 -1.58 0.06
H 1.77249 0.21826 0.90045 -2.17 -0.23 -0.81 0.12
```
Positions in Å, forces in eV/Å.

Results
Maximum force, hartree/bohr: 0.080
ΔE to the lowest compared entry with this formula, charge and spin, kcal per mole: 93.1
Structure (SMILES): C1NN2S[C@@H]12
LUMO energy, eV: 0.78
Frontier orbital gap, Eh: 0.3550
HOMO level, eV: -8.88